Entry from OMol25: the molecule C6H10N2O2S (ωB97M-V/def2-TZVPD).

ΔE to the lowest compared entry with this formula, charge and spin = 108.7 kcal per mole
E_LUMO (alpha / beta) = -0.23 / -0.41 eV
DFT total energy = -892.68125 Ha
Highest occupied orbital energy (alpha / beta) = -8.5 / -7.3 eV
Kohn-Sham gap (alpha / beta) = 8.24 / 6.86 eV
M = 174.225 g/mol

The geometry in XYZ format:
```
21
Properties=species:S:1:pos:R:3:forces:R:3:lowdin_charge:R:1
S -1.001757 -0.690223 1.368607 0.0 -0.8 1.0 0.88
O 0.998666 2.473654 2.586427 0.0 -0.9 -0.3 0.08
O 3.377041 -0.815782 0.628990 -1.4 1.4 0.2 0.05
N 1.248598 -0.838331 -0.142943 -1.0 -0.1 -1.5 0.08
N 1.776715 0.362437 1.957283 2.3 -1.1 -1.0 0.07
C -2.045281 0.787019 1.197329 -0.2 -0.9 0.0 -0.34
C -0.286101 -0.100853 -2.549712 -0.6 -2.6 0.3 -0.08
C -0.219722 -0.813440 -0.170235 1.8 0.5 1.3 -0.56
C -1.015782 -0.892132 -1.439465 1.5 0.1 1.0 -0.25
C 2.237629 -0.364975 0.702404 -0.4 -1.7 1.9 -0.46
C 1.151569 1.556431 1.833987 0.3 0.3 0.4 -0.29
H -2.902911 0.819288 1.882641 0.3 -0.5 -0.2 0.05
H -2.366864 0.525031 0.195786 -0.6 1.5 -0.1 0.00
H 1.688880 -1.350470 -0.943720 -0.6 0.7 1.1 0.16
H -1.458460 1.667868 1.379277 0.2 0.5 -0.6 0.01
H -0.953141 -0.113012 -3.367018 -0.7 0.5 -1.2 0.05
H 0.533366 -0.775711 -2.888007 0.0 1.2 0.3 0.09
H -1.161057 -1.961585 -1.685479 -0.2 0.5 -0.2 0.12
H -1.951971 -0.460163 -1.094365 -0.4 -0.2 -0.9 0.07
H -0.073888 0.894954 -2.230343 0.6 0.5 0.0 0.08
H 2.424471 0.089993 2.778557 -1.3 1.0 -1.6 0.19
```
Forces are in eV/Å.